# C37H103N9O10

A cluster of 10 separate species, C37H103N9O10 in total at a distorted geometry (ωB97M-V/def2-TZVPD, the Open Molecules 2025 dataset).

Geometry (Å):
C: 6.1884 3.6866 4.3662
C: 4.6539 3.9206 4.1635
C: 3.8522 2.6004 4.0778
O: 4.0041 1.9052 2.8624
C: 3.5843 0.5348 2.9626
N: 4.3679 4.6979 5.3129
H: 6.7253 4.6325 4.2950
H: 6.5806 3.1131 3.5262
H: 6.3745 3.2011 5.3242
H: 4.4900 4.4901 3.2487
H: 2.7888 2.7358 4.2750
H: 4.2019 2.0100 4.9247
H: 3.8747 -0.0219 2.0716
H: 2.5098 0.4043 3.0912
H: 4.0525 -0.0250 3.7722
H: 5.0131 5.4747 5.2936
H: 3.4511 5.0814 5.1328
C: 0.7122 0.2555 5.8973
C: -0.6638 0.5321 5.3480
C: -1.0512 -0.4309 4.1684
O: -2.4068 -0.1180 3.8070
C: -3.1095 -1.1264 3.0775
N: -1.5236 0.4936 6.4661
H: 0.7713 -0.7655 6.2744
H: 0.9678 0.8816 6.7521
H: 1.5379 0.3527 5.1924
H: -0.6189 1.5849 5.0695
H: -0.9816 -1.4775 4.4647
H: -0.3551 -0.3325 3.3353
H: -3.2330 -2.0635 3.6204
H: -2.5548 -1.3198 2.1593
H: -4.1024 -0.7631 2.8126
H: -1.5474 -0.4417 6.8465
H: -2.4382 0.4695 6.0383
C: -0.0460 4.0023 -3.2573
C: -0.3529 3.5027 -4.7015
C: -1.3712 2.3689 -4.7700
O: -0.8352 1.2460 -4.0396
C: -1.7220 0.2137 -3.8417
N: -0.7111 4.6220 -5.4857
H: -0.9592 4.3562 -2.7787
H: 0.8017 4.6830 -3.1793
H: 0.2485 3.2230 -2.5544
H: 0.5742 3.1052 -5.1146
H: -1.5621 2.2282 -5.8339
H: -2.2996 2.7792 -4.3728
H: -2.6968 0.4759 -3.4303
H: -1.2722 -0.4735 -3.1250
H: -1.8755 -0.2983 -4.7916
H: -1.5929 5.0169 -5.1914
H: -1.0082 4.3695 -6.4175
C: 3.5670 0.4058 -1.4244
C: 2.4710 1.3135 -2.1295
C: 3.0400 1.9866 -3.3688
O: 4.3013 2.7225 -3.2474
C: 4.6742 3.5507 -4.3276
N: 1.4521 0.3130 -2.3976
H: 4.5185 0.9177 -1.2803
H: 3.9214 -0.4334 -2.0230
H: 3.3287 -0.0703 -0.4733
H: 2.0289 2.0443 -1.4524
H: 2.3186 2.6493 -3.8467
H: 3.2711 1.1241 -3.9939
H: 3.9372 4.3312 -4.5168
H: 4.7981 2.9250 -5.2115
H: 5.6643 3.9391 -4.0889
H: 1.1039 -0.1141 -1.5512
H: 0.7501 0.7205 -2.9986
C: 6.2348 -4.5317 -0.6346
C: 5.9023 -3.0583 -0.2780
C: 5.1637 -2.7920 1.0691
O: 3.8520 -3.3037 0.9504
C: 3.1767 -3.4668 2.1395
N: 7.1830 -2.4343 -0.2071
H: 7.0838 -5.0353 -0.1722
H: 6.3286 -4.5109 -1.7203
H: 5.3986 -5.1680 -0.3449
H: 5.3379 -2.5705 -1.0728
H: 5.1218 -1.7151 1.2325
H: 5.7110 -3.1969 1.9203
H: 2.2391 -4.0214 2.1036
H: 3.0018 -2.4915 2.5937
H: 3.6818 -4.0777 2.8877
H: 6.9493 -1.4783 0.0198
H: 7.5684 -2.2719 -1.1265
C: -2.4129 -4.2252 1.3585
C: -3.6608 -4.9857 0.8329
C: -4.8936 -4.0397 0.8214
O: -5.0513 -3.5867 2.1742
C: -6.2353 -2.8073 2.3134
N: -3.3504 -5.3935 -0.5009
H: -2.1321 -3.2932 0.8680
H: -1.5487 -4.8850 1.4356
H: -2.5552 -3.9876 2.4127
H: -3.8013 -5.8495 1.4827
H: -5.8105 -4.5165 0.4748
H: -4.7650 -3.1550 0.1978
H: -6.2423 -2.3211 3.2889
H: -7.1744 -3.2515 1.9836
H: -6.2074 -1.9219 1.6783
H: -4.1728 -5.8747 -0.8358
H: -2.6526 -6.1217 -0.4469
C: -2.6559 4.4096 1.7463
C: -2.6499 2.9300 1.9622
C: -1.4223 2.2403 1.3483
O: -0.2634 2.6195 2.0779
C: 0.9361 2.4988 1.3061
N: -2.7446 2.6403 3.3548
H: -2.6675 4.5810 0.6700
H: -1.7612 4.8785 2.1558
H: -3.4594 5.0115 2.1708
H: -3.5549 2.4470 1.5939
H: -1.3032 2.5961 0.3249
H: -1.4904 1.1573 1.2449
H: 1.1959 1.5060 0.9388
H: 1.7335 2.7787 1.9945
H: 0.9700 3.1853 0.4601
H: -2.7695 1.6363 3.4614
H: -1.8401 2.8455 3.7545
C: -5.1900 2.6942 -4.1143
C: -6.0729 2.3391 -2.9415
C: -5.3428 1.8411 -1.7109
O: -4.8074 0.5217 -1.8602
C: -3.9338 0.1867 -0.7936
N: -6.8356 3.5113 -2.4545
H: -4.3801 3.3468 -3.7882
H: -5.7189 3.2283 -4.9036
H: -4.8046 1.7886 -4.5828
H: -6.7707 1.5989 -3.3331
H: -6.1215 1.7670 -0.9519
H: -4.6162 2.5670 -1.3459
H: -4.3976 0.3124 0.1848
H: -3.0383 0.8026 -0.7112
H: -3.5376 -0.8207 -0.9212
H: -7.2894 3.9861 -3.2217
H: -7.6017 3.2587 -1.8467
C: -2.0514 -3.5772 -3.7483
C: -0.8599 -4.2407 -3.0532
C: 0.4309 -3.5929 -3.5254
O: 1.6197 -4.3799 -3.1273
C: 2.6931 -3.5216 -2.6731
N: -1.0551 -3.8768 -1.6337
H: -2.9210 -3.5087 -3.0947
H: -2.2949 -4.1885 -4.6172
H: -1.8377 -2.5534 -4.0556
H: -0.9455 -5.3215 -3.1652
H: 0.4163 -2.5772 -3.1302
H: 0.4422 -3.4694 -4.6083
H: 2.9863 -2.8141 -3.4486
H: 3.5068 -4.1074 -2.2454
H: 2.3486 -3.0255 -1.7657
H: -1.9612 -4.2417 -1.3770
H: -0.3474 -4.3773 -1.1152
C: 0.5935 -1.8401 0.4733
O: -0.3826 -1.2006 -0.2755
H: 1.4921 -2.0942 -0.0890
H: 0.9800 -1.2757 1.3220
H: 0.2446 -2.8098 0.8283
H: -0.7415 -1.8758 -0.8559

* HOMO energy: -8.6 eV
* E_LUMO: 0.439 eV
* structure (SMILES): COC[C@H](C)N.COC[C@H](C)N.COC[C@H](C)N.COC[C@H](C)N.COC[C@H](C)N.COC[C@H](C)N.COC[C@H](C)N.COC[C@H](C)N.COC[C@H](C)N.CO
* maximum force: 3.137 eV/Å

---

# CH20O9

A cluster of 9 separate species, CH20O9 in total at a distorted geometry (ωB97M-V/def2-TZVPD, the Open Molecules 2025 dataset).

Geometry (Å):
O: 2.3944 0.2302 -0.2904
H: 2.1069 1.1058 -0.6921
H: 1.7263 -0.0583 0.1454
H: 2.4840 -0.2570 -1.2216
C: -0.7303 -0.2142 -0.3562
O: 0.2016 -0.8612 0.4728
H: -1.4849 0.4947 0.1176
H: -1.1212 -1.0196 -0.9158
H: -0.2063 0.3256 -0.9065
O: 1.3845 2.6564 -1.2789
H: 0.4780 2.9918 -1.1497
H: 1.9619 3.4561 -0.8257
O: -1.8988 2.1973 -3.0959
H: -1.6345 2.7416 -2.3547
H: -2.0074 1.3037 -2.8340
O: -1.8896 -1.4788 2.1367
H: -1.9570 -0.6815 2.6046
H: -1.2907 -1.3439 1.4092
O: 0.5810 1.7079 1.5523
H: 0.4084 1.8004 2.4727
H: 0.1155 1.0074 1.2625
O: 1.2038 -1.3991 3.0946
H: 1.8131 -2.0872 2.9965
H: 0.9353 -1.3459 2.1641
O: 2.2618 -3.3140 0.4614
H: 2.3423 -4.2754 0.3196
H: 1.7136 -3.3321 -0.2889
O: -3.3329 0.2170 -1.8682
H: -3.0309 0.1057 -0.9568
H: -3.5278 -0.6734 -2.1745

* HOMO energy: -8.6 eV
* E_LUMO: -0.650 eV
* maximum force: 13.909 eV/Å

---

# C4H5NO2

The molecule C4H5NO2 (ωB97M-V/def2-TZVPD, the Open Molecules 2025 dataset).

Geometry (Å):
C: -2.2245 0.8553 0.3549
C: -0.4825 -0.2994 -0.6907
C: 0.3995 -1.2748 -0.7091
O: 1.7347 -1.1536 -0.3266
C: 2.0841 0.0346 0.1471
O: 3.3805 -0.0850 0.3991
N: -1.3439 0.5654 -0.7708
H: -1.9394 1.8260 0.7704
H: -3.2483 0.9361 -0.0187
H: -2.1755 0.0955 1.1437
H: 0.1516 -2.2727 -1.0413
H: 3.6637 0.7725 0.7420

* HOMO energy: -8.7 eV
* E_LUMO: 0.881 eV
* maximum force: 0.779 eV/Å

---

# C10H11ClSi

The molecule C10H11ClSi at a distorted geometry (ωB97M-V/def2-TZVPD, the Open Molecules 2025 dataset).

Geometry (Å):
C: 0.6577 4.0607 3.5774
C: 0.7999 3.1454 2.8003
C: -2.0864 -2.7537 0.3562
C: -1.4749 -2.6633 -0.9280
C: -1.6716 -1.9571 1.3525
C: -0.6256 -1.5885 -1.1895
C: -0.8495 -0.9028 1.0937
C: -0.3626 -0.7012 -0.1749
C: 2.7037 0.5086 -0.7617
C: -0.0179 2.2638 -1.2615
Si: 0.8308 0.8071 -0.4306
Cl: 0.8567 1.6899 1.5648
H: -2.3565 -3.7564 0.5434
H: -1.7967 -3.3922 -1.6180
H: -2.1513 -2.2067 2.2898
H: -0.2189 -1.3756 -2.1974
H: -0.7758 -0.1094 1.7810
H: 3.2143 0.0299 0.2622
H: 2.8702 -0.2213 -1.6174
H: 3.0679 1.4675 -1.1428
H: 0.6715 3.2087 -1.3363
H: -0.3314 1.9085 -2.2338
H: -0.9538 2.5381 -0.7296

* HOMO energy (alpha / beta): -8.9 / -8.9 eV
* E_LUMO (alpha / beta): -1.268 / -1.268 eV
* maximum force: 5.314 eV/Å

---

# C20H29BF2N6O6

A cluster of 3 separate species, C20H29BF2N6O6 in total at a distorted geometry (ωB97M-V/def2-TZVPD, the Open Molecules 2025 dataset).

Geometry (Å):
C: 6.4522 0.3188 -4.2991
C: 4.9300 0.3312 -4.4635
C: 4.5518 1.4373 -5.4287
O: 3.2230 1.3306 -5.9587
C: 2.2173 1.2205 -5.0572
C: 2.1767 2.0509 -3.9066
N: 1.2304 2.0043 -3.0182
C: 0.2243 1.1049 -3.2757
C: -0.8746 1.0013 -2.3778
B: -0.9992 1.8705 -1.0460
N: 0.0894 2.2509 -0.1984
O: -2.2993 2.2735 -0.7075
C: -1.8973 0.1285 -2.6661
C: -1.8646 -0.6847 -3.8086
N: -2.9537 -1.5948 -4.0795
C: -2.6244 -2.9477 -3.8466
O: -1.8905 -3.3644 -3.0397
F: -3.2239 -3.7374 -4.7052
C: -4.1762 -1.2579 -3.4796
O: -4.7072 -1.8857 -2.6396
F: -4.6964 -0.1707 -3.9843
C: -0.7976 -0.6203 -4.6805
C: -0.7380 -1.5005 -5.8990
C: 0.2562 0.2918 -4.4216
N: 1.2931 0.3506 -5.3174
H: 6.8050 1.1912 -3.7568
H: 6.7900 -0.5857 -3.8122
H: 6.8973 0.3771 -5.2893
H: 4.6444 -0.6153 -4.9167
H: 4.4488 0.4545 -3.4992
H: 5.2049 1.3735 -6.2916
H: 4.7255 2.4280 -5.0099
H: 2.9723 2.7659 -3.7559
H: 0.9406 1.7328 -0.3697
H: 0.3059 3.2261 -0.3811
H: -2.5664 2.9749 -1.3125
H: -2.7301 0.0800 -1.9783
H: -0.1521 -1.0156 -6.6668
H: -1.7263 -1.7580 -6.2571
H: -0.2254 -2.4238 -5.6282
C: 1.5576 1.2850 3.5784
O: 1.7491 1.5717 2.4119
N: 0.5064 0.5759 4.0208
C: 0.3117 0.2576 5.4248
C: -0.4707 0.1160 3.0477
H: 2.2435 1.5968 4.3859
H: 0.2947 -0.8281 5.5531
H: -0.6331 0.6703 5.7750
H: 1.1243 0.6716 6.0188
H: 0.0112 -0.5287 2.3110
H: -0.9031 0.9667 2.5202
H: -1.2567 -0.4360 3.5569
C: -2.8824 0.0993 8.2269
O: -2.3142 0.6099 7.2803
N: -2.8310 -1.2094 8.5324
C: -3.5309 -1.7648 9.6741
C: -2.0452 -2.0896 7.6839
H: -3.5015 0.6849 8.9271
H: -2.8204 -2.2271 10.3620
H: -4.2468 -2.5202 9.3448
H: -4.0676 -0.9785 10.2000
H: -1.0038 -1.7661 7.6733
H: -2.4219 -2.0570 6.6609
H: -2.1048 -3.1072 8.0602

* HOMO energy: -8.7 eV
* E_LUMO: -0.384 eV
* structure (SMILES): CCCOc1cnc2c(B(N)O)cc(N(C(=O)F)C(=O)F)c(C)c2n1.CN(C)C=O.CN(C)C=O
* maximum force: 1.257 eV/Å

---

# C3H10O3S2

A cluster of 3 separate species, C3H10O3S2 in total at a distorted geometry (ωB97M-V/def2-TZVPD, the Open Molecules 2025 dataset).

Geometry (Å):
C: -0.3503 0.8379 -0.5878
C: 0.8281 1.0027 -1.4688
O: 1.0643 2.0056 -2.0689
C: -0.2409 2.2020 0.1302
S: 1.3254 2.4607 1.1009
S: 0.9743 1.0292 2.4026
H: -1.2537 0.4774 -1.1387
H: -0.4343 0.0276 0.1957
H: 1.2618 -0.0410 -1.5706
H: -0.2282 2.9656 -0.6858
H: -1.1629 2.4987 0.5873
H: -0.3047 1.1773 2.8691
H: -0.8950 -2.0221 0.9881
H: -0.7051 -3.4736 1.4327
O: -0.2204 -2.6796 1.0759
H: -0.6433 -2.7366 -0.9203
H: 0.8786 -3.0749 -0.8937
O: 0.1062 -2.6571 -1.4480

* HOMO energy: -8.6 eV
* E_LUMO: 0.040 eV
* structure (SMILES): O=CCCSS.O.O
* maximum force: 4.547 eV/Å

---

# C45H91ClN4O10P5S

A cluster of 6 separate species, C45H91ClN4O10P5S in total at a distorted geometry (ωB97M-V/def2-TZVPD, the Open Molecules 2025 dataset).

Geometry (Å):
C: -2.9134 3.1552 3.1412
C: -1.5976 2.6707 2.4847
P: -1.1774 1.0581 3.3635
C: 0.3295 1.3252 4.4457
C: -0.7974 -0.2796 2.1017
C: -1.7223 -1.3120 2.1925
C: -2.9052 -1.2826 3.1608
N: -2.6770 -2.0666 4.3940
C: -1.2958 -2.4534 4.6577
C: -1.6633 -2.4945 1.4062
C: -2.6500 -3.6421 1.5465
C: -3.9711 -3.3295 0.7305
C: -3.8183 -2.2864 -0.3872
C: -5.0819 -2.2345 -1.2887
S: -5.2122 -3.6425 -2.4291
C: -4.0102 -3.3800 -3.6560
N: -4.0646 -3.8306 -4.8575
N: -2.9674 -3.4626 -5.5817
C: -2.2451 -2.7794 -4.7823
O: -2.8332 -2.6745 -3.5716
C: -0.6704 -2.6534 0.5047
C: 0.2843 -1.6268 0.3497
C: 1.3016 -1.8554 -0.6008
P: 1.3834 -3.4814 -1.6288
O: 1.3673 -4.6636 -0.4874
O: -0.1015 -3.4918 -2.3255
N: 2.2387 -0.9169 -0.7861
P: 3.5084 -1.3228 -2.0673
O: 3.4696 -0.1595 -3.2307
Cl: 5.3989 -1.3299 -1.1599
C: 2.2355 0.2902 -0.0916
P: 3.5837 1.4047 -0.5656
C: 3.3666 2.5631 -1.9467
C: 4.6972 2.6804 -2.7820
C: 5.1012 1.4462 0.4398
C: 5.0931 0.4943 1.6806
C: 1.2531 0.5824 0.8553
P: 1.3714 2.2545 1.6632
C: 1.1805 3.5243 0.3081
O: 2.9164 2.5034 2.2722
C: 0.2493 -0.4262 1.1090
H: -3.1791 4.1781 2.8545
H: -2.8980 3.0655 4.2321
H: -3.7209 2.4982 2.7866
H: -1.6994 2.5242 1.4052
H: -0.8291 3.4028 2.7505
H: 0.1675 0.9002 5.4387
H: 1.1750 0.8123 3.9706
H: 0.5776 2.3891 4.4921
H: -3.7286 -1.7823 2.6318
H: -3.2635 -0.2729 3.3533
H: -3.1038 -1.6246 5.1947
H: -0.9456 -3.2579 4.0007
H: -0.5800 -1.6161 4.6945
H: -1.2787 -2.8903 5.6663
H: -2.2467 -4.5632 1.1199
H: -2.9569 -3.7559 2.5903
H: -4.3744 -4.2434 0.2782
H: -4.7368 -2.9409 1.4141
H: -2.9821 -2.5523 -1.0465
H: -3.6900 -1.2618 -0.0126
H: -6.0043 -2.2139 -0.6990
H: -5.0441 -1.2999 -1.8613
H: -1.2904 -2.3610 -5.0610
H: -0.6263 -3.5733 -0.0559
H: 2.2743 -4.9245 -0.2746
H: -0.4543 -4.3946 -2.3700
H: 2.6199 -0.2302 -3.6960
H: 3.0271 3.5758 -1.7119
H: 2.6259 2.1531 -2.6420
H: 5.4284 1.9532 -2.4180
H: 4.4999 2.4057 -3.8226
H: 5.0753 3.7038 -2.7604
H: 5.3259 2.4743 0.7491
H: 5.9585 1.1467 -0.1751
H: 5.9457 -0.1838 1.6059
H: 5.1652 1.1254 2.5660
H: 4.1915 -0.1253 1.7101
H: 0.9562 3.0312 -0.6444
H: 2.0801 4.1417 0.2211
H: 0.3102 4.1413 0.5521
H: 3.2164 3.3346 1.8770
C: -4.8015 -0.4704 -5.3426
C: -6.1941 -0.9978 -5.6451
O: -7.1348 0.0155 -5.9511
C: -6.8405 0.8213 -7.0788
C: -6.7273 0.0434 -8.3784
H: -4.8289 0.2451 -4.5166
H: -4.1476 -1.2913 -5.0665
H: -4.3699 0.0413 -6.2040
H: -6.5815 -1.5118 -4.7637
H: -6.1621 -1.7427 -6.4466
H: -5.9365 1.4144 -6.8976
H: -7.6631 1.5328 -7.1605
H: -5.9082 -0.6771 -8.3537
H: -6.5471 0.7236 -9.2117
H: -7.6462 -0.5120 -8.5717
C: 5.4141 -2.2634 -5.8575
C: 6.3142 -2.4010 -4.6417
O: 6.6909 -3.7352 -4.3579
C: 7.4139 -4.4108 -5.3751
C: 8.7286 -3.7450 -5.7409
H: 4.5117 -2.8671 -5.7340
H: 5.1223 -1.2210 -5.9979
H: 5.9060 -2.5952 -6.7716
H: 5.7818 -2.0466 -3.7598
H: 7.2032 -1.7673 -4.7382
H: 6.7851 -4.5482 -6.2612
H: 7.6169 -5.4086 -4.9848
H: 8.5803 -2.7443 -6.1496
H: 9.2552 -4.3356 -6.4911
H: 9.3659 -3.6485 -4.8602
C: -0.9583 5.4027 8.7673
C: -1.6562 5.5072 7.4222
O: -2.4568 4.3806 7.1048
C: -3.5161 4.0963 8.0023
C: -4.5305 5.2189 8.1334
H: -0.3370 4.5066 8.8075
H: -0.3254 6.2759 8.9322
H: -1.6680 5.3449 9.5932
H: -0.9047 5.5726 6.6336
H: -2.2507 6.4252 7.3596
H: -3.1148 3.8111 8.9815
H: -4.0202 3.2120 7.6071
H: -4.0832 6.1280 8.5376
H: -5.3400 4.9213 8.8010
H: -4.9535 5.4677 7.1585
C: -3.5854 0.8396 10.9110
C: -2.1968 0.9363 10.3024
O: -1.3425 1.8438 10.9744
C: -1.0803 1.5638 12.3397
C: -0.4160 0.2187 12.5757
H: -4.0608 1.8220 10.9345
H: -4.2089 0.1626 10.3250
H: -3.5579 0.4646 11.9347
H: -2.2829 1.3044 9.2782
H: -1.7273 -0.0521 10.2376
H: -1.9983 1.6558 12.9299
H: -0.4134 2.3551 12.6841
H: -1.0492 -0.6113 12.2582
H: -0.1997 0.0849 13.6361
H: 0.5185 0.1509 12.0160
C: 2.4789 -1.4564 -10.6468
C: 3.1373 -1.1027 -9.3248
O: 4.5515 -1.0615 -9.3805
C: 5.1162 -0.1251 -10.2832
C: 4.7367 1.3164 -9.9920
H: 2.8441 -2.4184 -11.0091
H: 1.3963 -1.5158 -10.5261
H: 2.6875 -0.7145 -11.4184
H: 2.8894 -1.8680 -8.5870
H: 2.7449 -0.1560 -8.9339
H: 4.8682 -0.3943 -11.3151
H: 6.1974 -0.2335 -10.1887
H: 3.6624 1.4830 -10.0848
H: 5.2385 1.9878 -10.6895
H: 5.0244 1.5890 -8.9747

* HOMO energy: -9.8 eV
* E_LUMO: -3.972 eV
* total charge: +1
* maximum force: 2.642 eV/Å

---

# CH7OP3

A cluster of 2 separate species, CH7OP3 in total at a distorted geometry (ωB97M-V/def2-TZVPD, the Open Molecules 2025 dataset).

Geometry (Å):
C: -0.2201 1.8949 1.3729
O: -0.5428 0.5674 1.1343
P: 0.1205 -3.2741 -1.0275
P: 0.2383 -0.0992 -2.3234
P: 1.1083 -1.5412 -0.8542
H: -0.5178 2.1723 2.4587
H: -0.6976 2.5439 0.6169
H: 1.0137 2.1080 1.1247
H: 0.0212 -0.0890 1.6586
H: 0.8147 -3.7721 0.0747
H: -0.5794 0.3790 -1.3180
H: -0.7591 -0.8899 -2.9177

* HOMO energy: -9.0 eV
* E_LUMO: -0.777 eV
* maximum force: 3.517 eV/Å